(1)
{
  "formula": "ClFI2Si",
  "method": "ωB97M-V with the def2-TZVPD basis set",
  "elements": ["F", "Si", "Cl", "I", "I"],
  "xyz": [[-1.71783, 0.22069, -0.36575], [-0.26498, -0.19147, 0.26489], [-0.09840, 0.11426, 2.34440], [2.23540, 2.19310, -1.46451], [-0.15420, -2.33658, -0.77904]],
  "homo_lumo_gap_ev": [7.47, 5.90],
  "energy_ha": -1445.01765,
  "multiplicity": 1,
  "charge": 0
}



(2)
{
  "formula": "ClFIPS",
  "method": "ωB97M-V with the def2-TZVPD basis set",
  "elements": ["F", "P", "S", "Cl", "I"],
  "xyz": [[-0.97515, 1.24040, -1.33293], [-0.31284, -0.00425, -0.57150], [1.50629, -2.21485, 0.48645], [-1.67726, -0.24949, 0.84928], [1.45896, 1.22819, 0.56869]],
  "homo_lumo_gap_ev": [6.95, 6.85],
  "energy_ha": -1597.25819,
  "multiplicity": 1,
  "charge": 0
}



(3)
{
  "formula": "ClFN3",
  "method": "ωB97M-V with the def2-TZVPD basis set",
  "elements": ["N", "N", "N", "F", "Cl"],
  "xyz": [[0.93163, 1.01276, 1.76558], [0.57182, 1.10122, 0.72471], [-0.35916, -0.84682, -1.27099], [-1.65585, -0.61999, -1.07621], [-0.10302, -2.19647, -2.02804]],
  "homo_lumo_gap_ev": [7.45, 7.45],
  "energy_ha": -723.83461,
  "multiplicity": 1,
  "charge": 1
}



(4)
{
  "formula": "ClFeH4O2",
  "method": "ωB97M-V with the def2-TZVPD basis set",
  "elements": ["Fe", "Cl", "O", "H", "H", "O", "H", "H"],
  "xyz": [[-3.20966, 1.47773, -1.34103], [-1.13655, 0.51385, -0.36123], [-0.21141, -2.62296, -0.69926], [-0.53448, -1.72404, -0.63766], [0.41288, -2.70357, 0.02184], [1.86560, 1.78932, 0.78579], [1.86972, 1.51241, 1.70205], [0.94390, 1.75726, 0.52953]],
  "s2": 6.0065,
  "homo_lumo_gap_ev": [5.14, 4.94],
  "energy_ha": -1876.38213,
  "multiplicity": 5,
  "charge": 1
}



(5)
{
  "formula": "ClH",
  "method": "ωB97M-V with the def2-TZVPD basis set",
  "elements": ["Cl", "H"],
  "xyz": [[0.00000, 0.00000, 0.60772], [0.00000, 0.00000, -0.60772]],
  "smiles": "Cl",
  "homo_lumo_gap_ev": 13.10,
  "energy_ha": -460.78815,
  "multiplicity": 1,
  "charge": 0
}



(6)
{
  "formula": "ClH12Li2O6",
  "method": "ωB97M-V with the def2-TZVPD basis set",
  "elements": ["Li", "Li", "Cl", "O", "H", "H", "O", "H", "H", "O", "H", "H", "O", "H", "H", "O", "H", "H", "O", "H", "H"],
  "xyz": [[-1.09920, 1.03373, 1.19552], [1.18011, -1.04133, 1.57029], [0.18041, 0.01929, 0.54986], [0.92289, -1.10745, -1.50092], [0.98470, -0.60047, -0.69135], [1.70826, -0.86946, -1.99365], [-2.34926, -0.91961, 0.50781], [-1.67971, -0.54378, -0.06375], [-2.04247, -1.80897, 0.68432], [1.86281, 1.87233, -0.10578], [1.59097, 1.20125, 0.52029], [1.38072, 1.66347, -0.90591], [-1.29782, -0.23108, -1.20751], [-0.52699, -0.33734, -0.65004], [-1.06879, -0.67929, -2.02169], [0.43522, 1.49228, -1.56929], [-0.14045, 0.87848, -1.11310], [-0.16078, 2.09525, -2.01364], [0.41840, -0.70045, 2.84038], [-0.01653, -1.26551, 3.47895], [-0.28255, -0.15134, 2.48913]],
  "homo_lumo_gap_ev": 8.69,
  "energy_ha": -933.35129,
  "multiplicity": 1,
  "charge": 1
}



(7)
{
  "formula": "ClH12O6",
  "method": "ωB97M-V with the def2-TZVPD basis set",
  "elements": ["Cl", "O", "H", "H", "O", "H", "H", "O", "H", "H", "O", "H", "H", "O", "H", "H", "O", "H", "H"],
  "xyz": [[0.48573, 0.31394, -0.53336], [-1.51753, 3.16731, 3.40944], [-1.16516, 2.37881, 2.99673], [-1.47150, 3.83659, 2.72666], [5.07661, 2.85556, -1.44594], [4.43814, 2.14604, -1.37404], [5.79731, 2.47957, -1.95136], [1.31146, -0.85619, 3.81684], [1.71865, -0.18596, 4.36568], [1.37386, -0.50837, 2.92726], [0.78384, -4.76485, -1.74373], [0.02889, -5.15415, -2.18501], [0.62354, -3.82190, -1.78083], [-3.19672, 1.74885, -3.77698], [-3.80565, 2.43287, -3.49848], [-2.73044, 1.50283, -2.97805], [-2.96477, -2.60839, 0.32984], [-2.28341, -3.04382, 0.84207], [-2.50284, -1.91865, -0.14674]],
  "homo_lumo_gap_ev": 7.84,
  "energy_ha": -918.90281,
  "multiplicity": 1,
  "charge": -1
}



(8)
{
  "formula": "ClH14MgO7",
  "method": "ωB97M-V with the def2-TZVPD basis set",
  "elements": ["Mg", "Cl", "O", "H", "H", "O", "H", "H", "O", "H", "H", "O", "H", "H", "O", "H", "H", "O", "H", "H", "O", "H", "H"],
  "xyz": [[-5.20636, -6.69643, -0.90853], [-7.25110, -8.00017, -0.34193], [-8.76110, -4.93159, 0.75095], [-8.57429, -5.81833, 0.44267], [-9.61628, -5.00027, 1.17543], [-10.24012, -7.54984, 1.75111], [-10.71412, -8.27604, 1.34592], [-9.32251, -7.82157, 1.73162], [-6.54935, -10.23994, 2.26923], [-6.76508, -11.10894, 1.93079], [-6.55389, -9.67386, 1.49737], [-9.39081, -6.59537, -2.77531], [-9.92564, -7.05967, -2.13141], [-8.60855, -7.13816, -2.87370], [-4.16144, -8.27980, -0.10594], [-4.67785, -9.08197, -0.02803], [-3.32144, -8.49482, 0.29953], [-9.09941, -10.79995, -1.23181], [-8.42000, -10.20852, -0.90800], [-8.81969, -11.02371, -2.11945], [-6.50064, -5.36334, -1.59244], [-7.42751, -5.52639, -1.76728], [-6.23852, -4.72905, -2.25968]],
  "s2": 0.7564,
  "homo_lumo_gap_ev": [8.69, 2.92],
  "energy_ha": -1194.67717,
  "multiplicity": 2,
  "charge": 2
}